[1]
Here is a single C12H12N2O3S molecule at a distorted geometry from OMol25. Energies are from ωB97M-V/def2-TZVPD.

Cartesian coordinates (Å):
O  -1.5594  -2.1246  0.3746
O  -1.8857  1.0429  -4.3596
O  5.1096  0.3183  1.2373
C  -1.2314  -1.0233  -0.0686
C  -2.1996  0.6180  -3.2637
C  -1.9252  -0.4211  -1.2603
C  -3.1973  -0.7251  -1.7385
C  0.2756  0.8956  0.3965
C  1.0013  -1.3111  0.9964
C  1.5179  1.4198  0.7455
C  2.2647  -0.7956  1.3109
C  0.0136  -0.4753  0.4705
C  2.5144  0.5853  1.2086
N  -1.3502  0.4422  -2.1999
N  -3.3535  -0.0598  -2.9286
S  4.1378  1.4062  1.4836
C  -4.2226  -1.6657  -1.1913
C  4.2123  1.6724  3.2954
H  -0.4881  1.5941  0.0822
H  0.8579  -2.3945  1.0592
H  1.6722  2.4647  0.6670
H  3.0602  -1.4399  1.6207
H  -0.3575  0.6226  -2.2692
H  -4.1099  -0.2154  -3.5632
H  -4.6602  -2.3022  -1.9758
H  -3.8074  -2.2906  -0.4018
H  -5.0436  -1.0651  -0.7358
H  5.2551  1.7314  3.6074
H  3.7035  0.8731  3.8379
H  3.7957  2.6227  3.5627

E_HOMO   -8.249 eV
Gap between HOMO and LUMO   7.742 eV
LUMO   -0.5067 eV



[2]
Here is a single C12H12N4O2S molecule from OMol25. Energies are from ωB97M-V/def2-TZVPD.

Cartesian coordinates (Å):
C  3.7310  1.0014  -0.8179
C  2.9139  0.4150  0.3005
O  3.3859  -0.3483  1.1159
C  1.4763  0.7833  0.3500
C  0.8179  0.7342  1.5795
C  -0.5393  0.9626  1.6650
C  -1.2730  1.1996  0.5070
C  -0.6168  1.2901  -0.7187
C  0.7472  1.0926  -0.7963
H  1.2348  1.1427  -1.7570
H  -1.1849  1.5178  -1.6091
N  -2.6714  1.3489  0.5678
C  -3.6144  0.5448  0.0038
O  -4.7920  0.8017  0.0926
C  -3.1062  -0.7155  -0.6753
H  -3.9406  -1.1971  -1.1829
H  -2.2916  -0.5263  -1.3653
S  -2.5056  -1.8759  0.6228
C  -0.8103  -2.0146  0.2260
N  0.1055  -2.1751  1.1765
N  1.2376  -2.2890  0.5255
N  1.1437  -2.1931  -0.7787
C  -0.1455  -2.0338  -1.0158
H  -0.5292  -1.9537  -2.0108
H  2.1278  -2.3431  1.0021
H  -3.0378  2.0390  1.2111
H  -1.0447  0.9091  2.6168
H  1.3889  0.4961  2.4639
H  4.7882  0.8970  -0.5882
H  3.5224  0.4433  -1.7297
H  3.4820  2.0464  -0.9810

E_HOMO   -8.775 eV
Gap between HOMO and LUMO   8.715 eV
SMILES string   CC(=O)c1ccc(NC(=O)CSc2cn[nH]n2)cc1
LUMO   -0.0592 eV



[3]
Here is a single C12H12N4O3 molecule at a distorted geometry from OMol25. Energies are from ωB97M-V/def2-TZVPD.

Cartesian coordinates (Å):
N  -1.4631  0.5039  -1.4106
C  -2.3198  0.5284  -0.3141
N  -3.5704  0.4942  -0.5652
O  -4.4800  0.3579  0.4474
H  -4.0337  0.2669  1.3104
C  -1.7025  0.5150  1.0165
C  -2.0662  1.2275  2.1442
C  -1.1858  0.8606  3.1756
C  -0.3254  -0.0680  2.6545
N  -0.6354  -0.2764  1.3490
C  0.0460  -1.1900  0.4763
C  1.1645  -0.5400  -0.3024
C  1.6586  0.7022  0.0845
C  2.6649  1.3352  -0.6230
C  3.2040  0.7446  -1.7556
C  2.7318  -0.4855  -2.1627
C  1.7290  -1.1271  -1.4404
N  1.3155  -2.4206  -1.9218
O  0.7701  -3.1750  -1.1430
O  1.5533  -2.6849  -3.0800
H  3.1296  -0.9777  -3.0372
H  3.9861  1.2369  -2.3112
H  3.0280  2.2950  -0.2881
H  1.2473  1.1838  0.9588
H  0.4578  -2.0094  1.0758
H  -0.6799  -1.6276  -0.2152
H  0.4796  -0.6014  3.1212
H  -1.1922  1.2338  4.1799
H  -2.8466  1.9619  2.2069
H  -0.6873  1.1491  -1.3536
H  -1.9779  0.5866  -2.2771

E_HOMO   -8.386 eV
Gap between HOMO and LUMO   7.727 eV
SMILES string   N/C(=N/O)c1cccn1Cc1ccccc1[N+](=O)[O-]
LUMO   -0.6591 eV



[4]
Here is a molecular structure, C12H12N6OS2Y from OMol25. Energies are from ωB97M-V/def2-TZVPD.

Cartesian coordinates (Å):
Y  -0.0056  0.0257  0.0627
N  4.5090  0.9887  1.1405
C  3.2844  0.7750  0.5311
S  1.9397  1.6622  1.2013
N  3.3201  0.0307  -0.5268
N  2.1173  -0.1354  -1.1964
C  2.2593  -0.4933  -2.4184
C  1.2184  -0.7266  -3.4024
C  1.6298  -1.1915  -4.6600
C  0.7459  -1.4017  -5.6941
C  -0.6096  -1.1261  -5.4790
C  -1.0477  -0.6623  -4.2602
C  -0.1607  -0.4546  -3.1782
O  -0.6148  -0.0216  -2.0439
H  4.4339  1.2504  2.1090
H  5.1911  0.2746  0.9376
H  3.2858  -0.6191  -2.7697
H  2.6873  -1.3888  -4.8092
H  1.0886  -1.7690  -6.6525
H  -1.3249  -1.2817  -6.2787
H  -2.0955  -0.4543  -4.0827
S  -1.0376  -1.6266  1.4902
N  -1.1086  5.6101  -0.7526
C  -1.6191  4.4445  -0.2165
C  -0.9069  3.2439  -0.2923
N  -1.3942  2.1255  0.2059
C  -2.6019  2.1671  0.7820
C  -3.2929  3.3587  0.8523
N  -2.8131  4.5027  0.3610
H  -0.1072  5.6627  -0.8367
H  -1.5541  6.4425  -0.4027
H  0.0818  3.2042  -0.7372
H  -2.9759  1.2363  1.1889
H  -4.2698  3.4089  1.3172

Charge   -1
E_HOMO   -3.376 eV
Gap between HOMO and LUMO   5.679 eV
LUMO   2.3024 eV



[5]
Here is a single C12H12O2S molecule at a distorted geometry from OMol25. Energies are from ωB97M-V/def2-TZVPD.

Cartesian coordinates (Å):
C  -3.9018  0.9737  -0.0816
C  -2.9123  1.2172  -1.0204
C  -3.7550  -0.0535  0.8373
C  -1.7510  0.4668  -1.0189
C  -2.6066  -0.8196  0.8339
C  -1.5843  -0.5434  -0.0747
C  -0.3564  -1.3346  0.0328
C  3.2044  -0.0306  0.8264
C  2.0373  -1.1133  -1.2356
C  2.8239  1.3025  0.2026
C  2.3083  -1.0924  0.2343
C  1.0244  -0.5225  -0.2986
O  -0.2797  -2.4784  0.3925
O  0.3119  1.5603  1.1394
S  0.9885  1.2937  -0.1313
H  -4.7929  1.5855  -0.0657
H  -3.0434  2.0039  -1.7486
H  -4.5353  -0.2502  1.5581
H  -0.9880  0.6446  -1.7622
H  -2.4641  -1.6223  1.5421
H  4.2614  -0.2555  0.6573
H  3.0344  0.0017  1.9059
H  2.5818  -0.4491  -1.8931
H  1.7969  -2.0652  -1.6870
H  3.0320  2.1523  0.8482
H  3.3028  1.4611  -0.7628
H  2.2626  -2.0327  0.7698

E_HOMO   -9.003 eV
Gap between HOMO and LUMO   9.341 eV
LUMO   0.3381 eV



[6]
Here is a molecular structure, C12H13AsBCoN2O6S2 from OMol25. Energies are from ωB97M-V/def2-TZVPD.

Cartesian coordinates (Å):
Co  -0.1169  -0.1548  -0.1038
O  3.9732  1.3475  0.5199
As  2.7677  0.1374  0.9196
O  3.5487  -1.2096  1.3850
O  1.7264  0.0166  -0.4179
C  1.7008  0.8383  2.3945
C  1.8327  0.1772  3.6078
C  1.0035  0.4986  4.6733
C  0.0326  1.4798  4.5324
C  -0.1071  2.1541  3.3282
C  0.7277  1.8356  2.2665
S  0.4666  2.7009  0.7257
O  1.7572  2.9418  0.1250
O  -0.3083  3.8812  1.0095
O  -0.3610  1.7229  -0.0637
H  3.4718  2.1018  0.1618
H  2.5819  -0.6021  3.6830
H  1.1122  -0.0226  5.6166
H  -0.6220  1.7178  5.3621
H  -0.8486  2.9297  3.1901
S  -2.4361  -0.2838  -0.3013
C  -2.1614  -0.1860  -1.9833
N  -1.9599  1.0427  -2.5128
C  -1.7758  1.2644  -3.8284
C  -1.8180  0.2303  -4.7111
C  -2.0229  -1.0708  -4.2190
C  -2.1933  -1.2732  -2.8771
H  -1.8042  1.7846  -1.8321
H  -1.6081  2.2906  -4.1213
H  -1.6799  0.4117  -5.7665
H  -2.0391  -1.9104  -4.9017
H  -2.3334  -2.2611  -2.4613
B  -0.0831  -4.6040  -0.6872
C  -0.0163  -3.0897  -0.3059
N  -0.0719  -1.9694  -0.0441
H  -0.2814  -4.6539  -1.8896
H  -1.0190  -5.0757  -0.0703
H  0.9645  -5.1383  -0.4027

Charge   -1
E_HOMO (alpha / beta)   -6.250 / -5.519 eV
Gap between HOMO and LUMO (alpha / beta)   7.762 / 7.061 eV
2S+1   2
LUMO (alpha / beta)   1.5118 / 1.5420 eV



The ΔE to the lowest compared entry with this formula, charge and spin results, record by record, are as follows: 41.5; 0.0; 36.7; 0.0; 0.0; 44.6 kcal/mol.